Formula: C3H3N4
Source: the OMol25 dataset
Level of theory: the ωB97M-V functional and the def2-TZVPD basis

Last column: Mulliken charge in e.
Geometry (Å):
C 0.890 -1.229 -0.787  0.317
H 0.952 1.708 1.221  0.258
N 1.876 -1.504 -1.502  0.567
H -2.013 1.428 0.918  0.347
C -1.008 1.179 0.844  0.029
N 2.802 -1.827 -2.010  -0.390
C -1.094 -0.218 0.214  -0.025
H -2.171 -0.641 0.373  0.324
N -0.191 -0.781 -0.420  0.022
N -0.042 1.886 1.149  -0.449

Output
- multiplicity = 1
- F_max (hartree/bohr) = 0.063
- total charge = +1
- E_tot (eV) = -9106.5294
- energy above the lowest of the compared OMol25 structures with the same formula, charge and spin (eV) = 4.025
- Kohn-Sham gap (eV) = 7.16
- HOMO level (eV) = -14.414


Formula: C3H3N4OS
Source: the OMol25 dataset
Level of theory: the ωB97M-V functional and the def2-TZVPD basis

Last column: Mulliken charge in e.
Geometry (Å):
N 1.815 -0.479 -0.949  -0.346
N 2.322 0.372 -1.872  -0.398
C -1.753 0.199 0.472  -0.014
C 1.248 0.284 -0.049  0.610
O -2.781 0.460 1.041  -0.525
N 1.357 1.646 -0.432  -0.258
S 0.429 -0.303 1.357  -0.216
H -0.805 -1.759 -0.119  0.340
C -1.116 -1.175 0.684  -0.523
H -1.409 -1.796 1.521  0.259
H -1.327 1.005 -0.134  0.419
N 2.019 1.547 -1.521  -0.349

Output
- multiplicity = 1
- F_max (hartree/bohr) = 0.075
- total charge = -1
- E_tot (eV) = -22002.1676
- energy above the lowest of the compared OMol25 structures with the same formula, charge and spin (eV) = 1.437
- Kohn-Sham gap (eV) = 8.18
- HOMO level (eV) = -4.814


Formula: C3H3N5
Source: the OMol25 dataset
Level of theory: the ωB97M-V functional and the def2-TZVPD basis

Last column: Mulliken charge in e.
Geometry (Å):
N -0.049 -1.850 0.058  -0.622
N 0.207 3.005 0.299  -0.348
C -1.715 -0.007 0.035  0.242
N -2.804 0.328 -0.178  -0.362
H -0.754 -2.447 0.491  0.295
C 0.409 1.864 0.214  0.058
N -0.353 -0.474 0.281  0.192
H 2.500 1.027 -0.212  0.272
N 1.931 0.173 -0.145  -0.597
H -0.053 -2.050 -0.944  0.251
C 0.683 0.433 0.101  0.619

Output
- multiplicity = 1
- F_max (hartree/bohr) = 0.065
- E_tot (eV) = -10606.9702
- structure (SMILES) = [H]/N=C(\C#N)N(N)C#N
- energy above the lowest of the compared OMol25 structures with the same formula, charge and spin (eV) = 1.897
- Kohn-Sham gap (eV) = 10.58
- HOMO level (eV) = -10.579